Arrangement A

A 2-piece molecular cluster, C3H7N2O2 overall. Source: OMol25; level of theory: ωB97M-V/def2-TZVPD.

orbital gap: 10.6 eV
HOMO level: -13.96 eV
charge: +1
LUMO: -3.41 eV

Each line ends with the Löwdin charge.
Geometry (Å):
1 C 1.9184 -0.5050 1.0882  -0.25
2 C -2.2925 -0.1675 -0.8767  0.08
3 C -1.3931 0.6027 -0.4130  -0.11
4 N 1.9597 -1.6002 1.4975  0.07
5 N -0.3819 1.4866 -1.1838  0.24
6 O 1.4684 0.5533 0.7317  0.08
7 O 2.9622 -2.3828 2.0220  0.04
8 H -2.9825 -0.9062 -0.3563  0.13
9 H -2.2370 -0.3096 -1.9249  0.07
10 H -1.1434 0.6523 0.5464  0.07
11 H 0.5580 1.4404 -0.7932  0.12
12 H -0.6187 2.4162 -0.9536  0.15
13 H -0.3120 1.4629 -2.1910  0.17
14 H 2.4944 -2.7430 2.8066  0.14

=====

Arrangement B

A 2-piece molecular cluster, C3H7N2O2 overall. Source: OMol25; level of theory: ωB97M-V/def2-TZVPD.

orbital gap (alpha / beta): 7.5 / 7.5 eV
HOMO level (alpha / beta): -12.88 / -12.88 eV
charge: +1
LUMO (alpha / beta): -5.34 / -5.33 eV

Each line ends with the Löwdin charge.
Geometry (Å):
1 C -1.9892 -0.8007 0.0041  -0.45
2 C -0.8349 0.0807 -0.2841  -0.15
3 C 1.3193 -1.5591 -0.1330  0.12
4 N -1.9187 -0.1734 -1.2195  0.16
5 N -0.9833 1.5031 0.2617  0.21
6 O -2.5939 -1.2447 0.9203  0.15
7 O 1.9754 -1.1758 1.0205  0.03
8 H 1.9043 -1.2034 -1.0471  0.13
9 H 0.7229 -2.4795 -0.1394  0.11
10 H -1.8902 -0.4061 -2.1471  0.09
11 H -0.1948 2.0245 -0.0644  0.14
12 H -1.1099 1.4837 1.2671  0.16
13 H -1.9063 1.9093 -0.0758  0.19
14 H 1.8324 -1.8833 1.6554  0.12

=====

Relative energies, kJ/mol: arrangement A 0.0; arrangement B 178.4.